No. 1
# C34H54F6N2O2PTi

A structure of composition C34H54F6N2O2PTi (ωB97M-V/def2-TZVPD, the Open Molecules 2025 dataset).

Results
Energy relative to the best compared isomer or geometry (same formula, charge and spin)   0.000 eV
HOMO energy (spin up / spin down)   -7.96 / -8.04 eV
Spin multiplicity   2
Gap between HOMO and LUMO (spin up / spin down)   8.3 / 8.3 eV
LUMO (spin up / spin down)   0.29 / 0.29 eV

Each line ends with the Löwdin charge.
Element x y z (Å)
Ti -0.0296 0.6685 2.0912  1.1282
C 1.5707 3.2741 3.1577  -0.0650
N 0.5492 2.9369 2.1455  -0.3039
C -0.6330 3.7923 2.3646  -0.0518
C 1.0885 3.2249 0.8013  -0.1647
C 2.1154 2.1846 0.4109  -0.1401
N 1.5629 0.8171 0.5172  -0.2035
C 2.6714 -0.1156 0.8796  -0.1059
C 2.3098 -1.5671 0.7653  -0.1491
C 3.1129 -2.4365 0.0488  0.0130
C 2.7768 -3.7775 -0.0900  -0.1598
C 1.5845 -4.1966 0.4916  0.0394
C 0.7296 -3.3580 1.2069  -0.0699
C 1.1319 -2.0241 1.3642  -0.2444
O 0.3921 -1.1198 2.0335  -0.1951
C -0.5952 -3.8673 1.7793  -0.5274
C -0.8461 -5.3355 1.4243  -0.0705
C -0.5740 -3.7569 3.3092  -0.0302
C -1.7624 -3.0533 1.1965  -0.0303
C 3.6941 -4.7155 -0.8737  -0.5598
C 3.8284 -4.2123 -2.3177  -0.0487
C 5.0798 -4.7396 -0.2140  -0.0483
C 3.1593 -6.1473 -0.9154  -0.0669
C 0.9569 0.3925 -0.7758  -0.0902
C -0.1548 1.2631 -1.2840  -0.1486
C -0.0571 1.8680 -2.5248  0.0058
C -1.1169 2.5868 -3.0666  -0.1652
C -2.2995 2.6143 -2.3349  0.0333
C -2.4565 2.0094 -1.0867  -0.0748
C -1.3285 1.3877 -0.5223  -0.2778
O -1.3502 0.9011 0.7251  -0.1998
C -3.8275 1.9391 -0.4022  -0.5256
C -4.9176 2.6108 -1.2422  -0.0706
C -4.2190 0.4615 -0.2333  -0.0322
C -3.8236 2.6232 0.9711  -0.0434
C -0.9611 3.2601 -4.4294  -0.5608
C 0.2003 4.2623 -4.3725  -0.0507
C -0.6601 2.1962 -5.4939  -0.0477
C -2.2214 4.0163 -4.8511  -0.0669
H 1.9312 4.2957 2.9919  0.1027
H 2.4120 2.5856 3.1013  0.0866
H 1.1431 3.2017 4.1502  0.0753
H -0.3502 4.8495 2.3068  0.1048
H -1.0592 3.5890 3.3446  0.0853
H -1.3745 3.5782 1.5987  0.0687
H 1.5446 4.2231 0.7916  0.1358
H 0.2631 3.2295 0.0939  0.1161
H 2.9805 2.2495 1.0721  0.1161
H 2.4733 2.3710 -0.6076  0.1396
H 2.9635 0.1351 1.9052  0.1374
H 3.5297 0.0871 0.2279  0.1321
H 4.0134 -2.0468 -0.4144  0.1157
H 1.2923 -5.2275 0.3722  0.0838
H -0.0790 -5.9935 1.8378  0.0859
H -0.8970 -5.4930 0.3448  0.0878
H -1.8036 -5.6403 1.8498  0.0863
H 0.2176 -4.3864 3.7223  0.0928
H -1.5270 -4.0989 3.7199  0.0903
H -0.4086 -2.7360 3.6377  0.0565
H -1.7871 -3.1487 0.1080  0.0937
H -1.6937 -1.9975 1.4461  0.0648
H -2.7077 -3.4341 1.5903  0.0885
H 4.2509 -3.2072 -2.3552  0.0748
H 2.8541 -4.1870 -2.8093  0.0902
H 4.4847 -4.8726 -2.8893  0.0840
H 5.5332 -3.7476 -0.1964  0.0758
H 5.7492 -5.4050 -0.7642  0.0840
H 5.0109 -5.0958 0.8154  0.0911
H 2.1866 -6.2012 -1.4081  0.0876
H 3.0631 -6.5709 0.0860  0.0887
H 3.8518 -6.7761 -1.4779  0.0852
H 0.5788 -0.6196 -0.6278  0.1375
H 1.7529 0.3371 -1.5291  0.1396
H 0.8682 1.7553 -3.0817  0.1152
H -3.1519 3.1180 -2.7624  0.0834
H -5.0131 2.1517 -2.2282  0.0870
H -4.7345 3.6797 -1.3722  0.0873
H -5.8753 2.5002 -0.7311  0.0856
H -4.2779 -0.0300 -1.2069  0.0924
H -5.1995 0.3903 0.2435  0.0870
H -3.4975 -0.0718 0.3824  0.0717
H -3.5522 3.6783 0.8779  0.0867
H -3.1388 2.1351 1.6604  0.0612
H -4.8261 2.5776 1.4030  0.0885
H 1.1408 3.7722 -4.1158  0.0740
H 0.0064 5.0335 -3.6241  0.0885
H 0.3301 4.7496 -5.3415  0.0835
H 0.2561 1.6495 -5.2660  0.0759
H -0.5382 2.6629 -6.4743  0.0842
H -1.4756 1.4733 -5.5560  0.0909
H -2.4842 4.7941 -4.1313  0.0883
H -3.0760 3.3463 -4.9618  0.0868
H -2.0507 4.4978 -5.8155  0.0850
F -1.4628 1.0042 3.6175  -0.2288
P -0.6995 0.7581 5.1535  0.2206
F -0.5859 2.3513 5.2587  -0.1279
F 0.1509 0.5501 6.4594  -0.0799
F -2.1080 0.7748 5.8531  -0.0810
F 0.7157 0.7822 4.2065  -0.2182
F -0.7935 -0.7986 4.8647  -0.1035

No. 2
# C5H12N2O

The ion C5H12N2O with charge -1 in a non-equilibrium geometry (ωB97M-V/def2-TZVPD, the Open Molecules 2025 dataset).

Results
Energy relative to the best compared isomer or geometry (same formula, charge and spin)   2.096 eV
HOMO energy (spin up / spin down)   -2.11 / -2.11 eV
Spin multiplicity   2
Gap between HOMO and LUMO (spin up / spin down)   5.6 / 4.8 eV
Total charge   -1
LUMO (spin up / spin down)   3.48 / 2.73 eV

Each line ends with the natural charge from an NBO analysis.
Element x y z (Å)
C -0.1147 0.1174 1.1853  -0.2248
N 1.1025 -0.5774 1.6506  -0.6400
C 2.2911 -0.2094 0.9324  -0.1294
N 2.2581 -0.5756 -0.4348  -0.4050
C -0.9769 -0.6799 0.2076  -0.4504
C -1.4229 0.4509 -2.0925  -0.6516
C -1.8886 0.3063 -0.6158  0.1498
O -2.0878 1.4982 -0.0302  -0.9603
H 0.2113 1.0281 0.6779  0.1897
H -0.6904 0.4612 2.0428  0.1973
H 1.3337 -0.4831 2.6288  0.3448
H 2.4202 0.8972 0.9877  0.1661
H 3.1490 -0.5864 1.5087  0.1678
H 3.2025 -0.4222 -0.8056  0.2849
H -0.8510 1.3699 -2.2069  0.1932
H -1.6275 -1.3591 0.7436  0.1754
H -0.2484 -1.1843 -0.4249  0.1972
H -2.3119 0.6169 -2.7059  0.1798
H -0.8899 -0.4070 -2.5285  0.1661
H -2.8582 -0.2618 -0.7201  0.0492

No. 3
# C3H8N3

A cluster of 2 separate species, C3H8N3 in total in a non-equilibrium geometry (ωB97M-V/def2-TZVPD, the Open Molecules 2025 dataset).

Results
Energy relative to the best compared isomer or geometry (same formula, charge and spin)   1.412 eV
HOMO energy (spin up / spin down)   -9.44 / -15.19 eV
Spin multiplicity   3
Gap between HOMO and LUMO (spin up / spin down)   6.3 / 8.0 eV
Total charge   +1
LUMO (spin up / spin down)   -3.19 / -7.15 eV

Each line ends with the natural charge from an NBO analysis.
Element x y z (Å)
C -1.3054 1.6878 -1.0863  -0.1847
C -1.8187 0.6585 -0.5010  0.2306
C 1.6583 -0.9037 0.5808  0.3845
N 0.5201 -1.3032 1.0430  -0.7210
N 1.7669 0.0756 -0.2741  -0.7309
N -1.8811 -0.4169 0.1130  -0.7625
H -1.2366 2.6979 -0.8114  0.1887
H -1.0433 1.7167 -2.2149  0.1575
H 2.5343 -1.4745 1.0548  0.2410
H 0.5241 -1.9533 1.8470  0.4290
H -0.4921 -0.9368 0.8317  0.4484
H 0.8720 0.5772 -0.4299  0.4253
H 2.7250 0.3803 -0.3737  0.4449
H -2.8235 -0.8056 0.2211  0.4491

No. 4
# C33H59BBr2NO11

A cluster of 5 separate species, C33H59BBr2NO11 in total in a non-equilibrium geometry (ωB97M-V/def2-TZVPD, the Open Molecules 2025 dataset).

Results
HOMO energy   -4.85 eV
Gap between HOMO and LUMO   6.6 eV
Total charge   -1
LUMO   1.71 eV

Each line ends with the Löwdin charge.
Element x y z (Å)
C 2.9230 -1.6846 2.5601  -0.1215
O 3.7374 -0.7350 3.1931  -0.1736
C 2.9763 0.3567 3.7163  -0.1428
C 2.4279 1.3210 2.6742  -0.2257
O 1.2955 1.8758 3.3305  0.0002
B 1.0114 3.1800 2.7411  -0.8571
C 0.0559 3.2673 1.4024  -0.0688
C -1.3395 2.6368 1.4849  -0.1944
C -1.3458 1.1060 1.6547  -0.1691
C -1.8044 0.3801 0.3843  -0.1402
N -0.9237 0.6983 -0.7374  -0.1085
C 0.3862 0.3703 -0.8041  -0.1035
C 0.8659 0.8412 -1.9880  -0.1022
C -0.1928 1.4713 -2.6377  -0.1161
C -1.2958 1.3783 -1.8464  -0.1003
C 0.6202 4.3543 3.8439  -0.5443
Br 1.5265 6.0412 3.7556  0.6880
C -0.2953 4.1352 4.7746  -0.7550
C -1.0089 2.8480 4.9850  -0.1493
Br -0.8211 5.4842 6.0888  0.5790
O 2.3811 3.5821 2.2196  -0.0442
C 3.2989 2.5740 2.2612  -0.5123
C 3.9195 2.2035 0.8696  0.0014
C 4.4871 2.8443 3.1878  -0.0213
H 2.6114 -1.3387 1.5721  0.0736
H 2.0239 -1.9374 3.1304  0.0914
H 3.5016 -2.5993 2.4591  0.0612
H 3.5603 0.8911 4.4558  0.1185
H 2.1088 -0.0400 4.2446  0.1225
H 2.0236 0.8449 1.7769  0.1157
H 0.5984 2.9197 0.5247  0.0939
H -0.1056 4.3343 1.2268  0.0999
H -1.9278 3.0988 2.2727  0.0995
H -1.8536 2.8502 0.5445  0.0896
H -0.3752 0.6980 1.9245  0.0977
H -2.0498 0.8550 2.4514  0.1061
H -2.8158 0.6908 0.1339  0.1109
H -1.8298 -0.6955 0.5607  0.1092
H 0.8682 -0.1587 -0.0067  0.1051
H 1.8814 0.7466 -2.3226  0.0916
H -0.1443 1.9618 -3.5926  0.0828
H -2.2894 1.7518 -1.9877  0.0982
H -1.0062 2.2201 4.1025  0.0492
H -0.5500 2.2867 5.7963  0.0847
H -2.0471 3.0551 5.2323  0.0599
H 3.6566 2.9161 0.0919  0.0834
H 5.0066 2.2164 0.9359  0.0615
H 3.6643 1.1974 0.5505  0.0633
H 5.0539 1.9173 3.2822  0.0761
H 4.1597 3.1544 4.1780  0.0900
H 5.1246 3.5787 2.7056  0.0811
O -4.4714 3.2398 -1.1186  0.1141
C -4.9803 3.2286 -2.2018  -0.5327
O -5.1201 2.0444 -2.8372  -0.0357
C -5.8966 1.8634 -4.0213  -0.2424
C -5.0894 2.1484 -5.2709  -0.0618
C -5.3873 4.4983 -2.9114  0.0189
H -6.8146 2.4517 -3.9788  0.1149
H -6.1972 0.8159 -4.0105  0.1211
H -4.7651 3.1885 -5.3096  0.0687
H -5.6806 1.9387 -6.1629  0.0805
H -4.1931 1.5283 -5.2894  0.0840
H -4.5372 4.8733 -3.4797  0.0976
H -5.6588 5.2331 -2.1581  0.0921
H -6.2443 4.3798 -3.5717  0.0712
O 3.2441 0.5322 -5.0723  0.1091
C 2.4548 -0.3316 -5.3257  -0.5349
O 2.6243 -1.5585 -4.7917  -0.0040
C 1.6280 -2.5767 -4.8506  -0.2411
C 1.7271 -3.3899 -6.1257  -0.0686
C 1.3201 -0.1043 -6.2993  0.0092
H 0.6329 -2.1546 -4.7044  0.1131
H 1.8220 -3.2167 -3.9912  0.1226
H 1.5449 -2.7758 -7.0081  0.0646
H 1.0005 -4.2034 -6.1170  0.0785
H 2.7267 -3.8134 -6.2258  0.0812
H 1.6673 -0.3253 -7.3081  0.0901
H 1.0359 0.9432 -6.2435  0.0867
H 0.4288 -0.6889 -6.0820  0.0699
O 6.1396 -8.7514 4.0879  0.1015
C 6.2317 -7.6696 3.5768  -0.5338
O 6.3661 -6.5844 4.3597  -0.0003
C 6.6981 -5.2882 3.8494  -0.2339
C 5.4707 -4.5161 3.4155  -0.0699
C 6.1133 -7.4851 2.0807  0.0082
H 7.4394 -5.3652 3.0526  0.1112
H 7.1829 -4.7711 4.6756  0.1230
H 4.9549 -5.0118 2.5921  0.0676
H 5.7449 -3.5110 3.0941  0.0840
H 4.7616 -4.4376 4.2393  0.0889
H 5.0637 -7.3527 1.8228  0.0939
H 6.4839 -8.3864 1.5988  0.0874
H 6.6908 -6.6499 1.6915  0.0698
O -8.7888 -0.7838 -0.9602  0.1018
C -7.6122 -0.9678 -0.8104  -0.5233
O -7.1517 -2.2325 -0.7118  -0.0023
C -5.7538 -2.5252 -0.7761  -0.2391
C -5.0793 -2.4085 0.5735  -0.0619
C -6.6301 0.1676 -0.6394  0.0138
H -5.2678 -1.9008 -1.5266  0.1112
H -5.6878 -3.5515 -1.1354  0.1209
H -5.1342 -1.3906 0.9589  0.0664
H -4.0289 -2.6892 0.4919  0.0792
H -5.5613 -3.0597 1.3029  0.0825
H -6.5688 0.4278 0.4164  0.1042
H -6.9974 1.0279 -1.1908  0.0821
H -5.6354 -0.0476 -1.0196  0.0652

No. 5
# C23H51N5O7

A cluster of 7 separate species, C23H51N5O7 in total in a non-equilibrium geometry (ωB97M-V/def2-TZVPD, the Open Molecules 2025 dataset).

Results
HOMO energy (spin up / spin down)   -10.87 / -10.86 eV
Spin multiplicity   2
Gap between HOMO and LUMO (spin up / spin down)   7.4 / 2.4 eV
Total charge   +1
LUMO (spin up / spin down)   -3.48 / -8.50 eV

Each line ends with the Löwdin charge.
Element x y z (Å)
C -5.4656 -3.0717 -0.5032  -0.2119
O -6.1478 -4.0519 -0.7179  0.2100
N -4.6884 -2.4931 -1.4447  -0.0101
C -4.0184 -1.1471 -1.2018  0.0675
C -4.5341 -2.9485 -2.7987  0.0200
H -5.3163 -2.5728 0.4669  0.1646
H -2.9732 -1.4491 -1.2691  0.1100
H -4.3045 -0.6807 -0.2591  0.1135
H -4.2596 -0.4031 -1.9609  0.1049
H -3.5195 -2.8129 -3.1732  0.1241
H -4.7528 -4.0078 -2.9338  0.1177
H -5.2024 -2.4095 -3.4701  0.1364
C -3.7525 4.6651 0.6595  -0.3293
O -4.8697 5.1813 0.9540  -0.0320
N -2.8058 4.3431 1.5197  -0.1678
C -1.4589 4.2284 1.1520  -0.0909
C -3.0514 4.8503 2.9426  -0.0093
H -3.5192 4.4748 -0.3996  0.1225
H -0.8399 4.3212 2.0444  0.0917
H -0.9384 4.8621 0.4339  0.0950
H -1.3462 3.2212 0.7508  0.0608
H -4.1044 4.7104 3.1872  0.0830
H -2.5305 4.3135 3.7354  0.0791
H -2.7060 5.8792 3.0433  0.0951
C 6.3343 0.0276 3.6833  -0.3441
O 6.7043 1.2082 3.7470  -0.0049
N 5.7566 -0.4947 2.6373  -0.1999
C 5.2161 -1.7863 2.7010  -0.0794
C 5.4677 0.2378 1.4160  -0.0247
H 6.5031 -0.7225 4.4713  0.1377
H 4.1339 -1.7387 2.5796  0.0864
H 5.4425 -2.3095 3.6300  0.0914
H 5.7026 -2.4324 1.9704  0.0982
H 5.8253 1.2673 1.3972  0.0951
H 5.8570 -0.2901 0.5455  0.0860
H 4.4024 0.3530 1.2160  0.0665
C 6.7925 -0.0267 -2.7635  -0.3738
O 6.9705 -1.2126 -2.6676  0.0285
N 5.6351 0.5772 -2.4736  -0.1752
C 5.2611 1.9552 -2.8338  -0.0575
C 4.4225 -0.2479 -2.2258  -0.0465
H 7.5258 0.6995 -3.1469  0.1391
H 4.5737 2.4577 -2.1534  0.0778
H 4.6663 1.8385 -3.7397  0.0835
H 6.0308 2.7192 -2.9426  0.0917
H 4.5855 -1.2601 -1.8557  0.0900
H 3.8678 0.3550 -1.5067  0.0565
H 3.7875 -0.2813 -3.1111  0.0858
C -2.3884 2.2433 -2.3710  -0.3672
O -3.1741 2.1202 -1.4041  -0.0479
N -2.7201 2.4446 -3.6051  -0.1537
C -1.8308 2.8712 -4.7436  -0.0197
C -4.1507 2.3103 -4.0149  -0.0180
H -1.3080 2.0591 -2.2661  0.1369
H -1.9141 3.8910 -5.1194  0.0897
H -2.0794 2.2724 -5.6198  0.0874
H -0.7784 2.8512 -4.4605  0.0850
H -4.8645 2.5631 -3.2308  0.0900
H -4.3491 2.9867 -4.8464  0.0901
H -4.2751 1.2787 -4.3441  0.0835
C -1.4146 -3.2674 2.8009  -0.2046
C -0.5457 -4.4647 2.4174  -0.1550
C -0.9726 -5.5158 3.4616  -0.1553
O -1.9226 -4.8978 4.4028  -0.1165
C -1.7875 -3.4801 4.2001  -0.2365
H -2.3367 -3.1708 2.2277  0.1004
H -1.0362 -2.2524 2.6798  0.0976
H 0.5392 -4.3894 2.3427  0.1054
H -0.7327 -4.8027 1.3981  0.0981
H -0.1215 -5.9529 3.9838  0.1179
H -1.5018 -6.2806 2.8932  0.1127
H -0.9358 -3.1054 4.7679  0.1214
H -2.6062 -2.8306 4.5098  0.1277
C 1.3894 -0.2039 0.2302  -0.1520
C 0.4003 0.3045 1.2962  -0.1573
C -0.8351 0.1505 0.5321  -0.2236
O -0.6174 -0.9676 -0.3567  -0.1587
C 0.6959 -1.2899 -0.5641  -0.2211
H 2.2759 -0.6205 0.7082  0.0959
H 1.6107 0.6141 -0.4554  0.1115
H 0.5571 1.3341 1.6179  0.1218
H 0.4459 -0.3539 2.1636  0.1107
H -1.0857 1.1216 0.1051  0.0862
H -1.6488 -0.0301 1.2346  0.1204
H 0.7862 -1.1119 -1.6356  0.1200
H 0.8735 -2.3238 -0.2682  0.1237

Listing E_tot for the structures above in their given order: -3378.38846, -382.35495, -282.92013, -7348.19411, -1706.94151 a.u..